# 1
Entry from the Open Molecules 2025 dataset: 2 unconnected molecules or ions with the total composition C4H3ClO2 at a distorted geometry (ωB97M-V/def2-TZVPD).

Positions of all 10 atoms, in Å:
C 1.36 -0.01 -0.84
C 0.86 0.04 0.38
C 2.21 -1.25 -0.92
C 1.99 -1.89 0.49
O 1.31 -1.10 1.19
O 2.92 -1.60 -1.88
Cl -2.05 -1.55 1.20
H 1.39 0.96 -1.34
H 0.00 0.48 0.87
H -2.93 -0.94 2.02

Computed properties:
Spin multiplicity: 1
HOMO-LUMO gap (eV): 7.292
Relative energy (zero: lowest compared OMol25 entry of this formula, charge and spin) (kJ/mol): 404.8



# 2
Entry from the Open Molecules 2025 dataset: a single C4H3ClO2S molecule at a distorted geometry (ωB97M-V/def2-TZVPD).

Positions of all 11 atoms, in Å:
O -2.44 -0.26 -0.21
C -1.07 -0.30 0.14
C -0.20 -1.41 0.32
C 1.06 -0.71 0.21
Cl 2.38 -1.79 -0.14
C 0.91 0.61 0.21
S 2.00 1.88 0.02
O -0.35 0.82 -0.08
H -2.75 0.55 -0.16
H -0.64 -2.39 0.16
H 1.11 2.99 -0.47

Computed properties:
Spin multiplicity: 1
SMILES string: Oc1cc(Cl)c(S)o1
HOMO-LUMO gap (eV): 8.384
Relative energy (zero: lowest compared OMol25 entry of this formula, charge and spin) (kJ/mol): 236.5



# 3
Entry from the Open Molecules 2025 dataset: a single C4H3F molecule at a distorted geometry (ωB97M-V/def2-TZVPD).

Positions of all 8 atoms, in Å:
C 2.00 -0.63 0.02
C 0.96 -0.07 -0.05
C -0.24 0.64 -0.14
C -1.47 0.12 0.02
F -1.54 -1.18 -0.04
H 3.00 -1.06 -0.07
H -0.24 1.63 0.23
H -2.46 0.55 0.04

Computed properties:
Spin multiplicity: 1
SMILES string: C#C/C=C\F
HOMO-LUMO gap (eV): 10.079
Relative energy (zero: lowest compared OMol25 entry of this formula, charge and spin) (kJ/mol): 45.0